[1]
Density functional theory data (the ωB97M-V functional and the def2-TZVPD basis) for a molecular structure, C20H60F7HfInO20 at a distorted geometry.

Its multiplicity is 1.

Each line ends with the Mulliken charge.
Element x y z (Å)
Hf -0.573 -4.316 2.693  1.382
In 0.483 -0.230 0.298  1.389
F 1.150 -2.939 1.604  -0.399
F -1.581 -2.174 2.241  -0.043
F 3.678 -1.902 2.253  -0.535
F 2.397 -2.162 -1.111  -0.591
F -0.932 -4.562 0.376  -0.744
F 1.465 -0.463 3.736  -0.634
F -0.783 2.329 -0.880  -0.698
C -3.832 3.878 -0.213  -0.524
C -4.014 3.088 -1.447  -0.067
O -2.962 3.542 -2.241  -0.561
O -2.853 3.442 0.680  -0.512
H -4.783 3.806 0.314  0.465
H -3.645 4.933 -0.415  0.268
H -4.994 3.325 -1.861  0.418
H -4.015 2.006 -1.316  -0.190
H -2.176 3.198 -1.810  0.310
H -2.145 3.273 0.054  -0.117
C 1.091 -6.634 -1.384  -0.493
C 2.381 -7.310 -1.897  -0.456
O 3.422 -7.098 -0.946  -0.487
O 1.232 -5.208 -1.335  -0.221
H 0.841 -7.135 -0.449  0.336
H 0.142 -6.706 -1.915  0.406
H 2.601 -6.961 -2.906  0.169
H 2.189 -8.382 -1.845  0.403
H 3.876 -7.944 -0.925  0.302
H 0.523 -4.914 -0.758  0.107
C -3.995 0.306 1.038  -0.550
C -4.406 0.753 2.410  0.130
O -4.486 2.201 2.395  -0.672
O -2.597 0.591 0.831  0.589
H -4.607 0.755 0.256  0.208
H -4.024 -0.780 0.953  0.364
H -3.609 0.483 3.104  -0.220
H -5.386 0.415 2.745  0.461
H -3.753 2.643 1.961  0.397
H -2.692 1.496 0.526  -0.084
C 0.997 6.754 -1.037  -0.724
C -0.233 5.894 -1.375  0.454
O 0.145 4.819 -2.226  -0.555
O 2.050 6.279 -0.237  -0.493
H 0.726 7.681 -0.530  0.384
H 1.480 7.062 -1.964  0.300
H -1.138 6.406 -1.704  0.384
H -0.623 5.295 -0.552  -0.307
H 0.045 3.975 -1.780  0.189
H 1.760 6.165 0.671  0.283
C -2.226 -2.731 6.015  -0.697
C -2.747 -1.347 5.478  -0.527
O -1.760 -0.685 4.632  -0.149
O -2.142 -3.595 4.950  -0.421
H -2.843 -3.170 6.798  0.353
H -1.286 -2.538 6.532  0.359
H -2.910 -0.595 6.251  0.332
H -3.674 -1.244 4.914  0.442
H -1.766 -1.003 3.726  0.115
H -3.062 -3.821 4.794  0.300
C 3.323 2.695 0.888  -0.353
C 3.872 1.402 1.538  -0.668
O 3.608 0.306 0.708  -0.239
O 1.938 2.416 0.548  0.085
H 3.753 2.822 -0.106  0.146
H 3.542 3.605 1.447  0.477
H 3.410 1.274 2.517  0.237
H 4.943 1.387 1.738  0.463
H 3.785 -0.504 1.193  0.239
H 1.550 3.282 0.399  -0.134
C -0.530 2.777 3.033  0.256
C -1.545 2.875 4.246  -0.376
O -1.159 2.194 5.425  -0.622
O -0.293 1.405 2.693  0.384
H 0.404 3.309 3.216  0.290
H -0.931 3.174 2.101  -0.401
H -2.565 2.495 4.199  0.069
H -1.659 3.901 4.597  0.451
H -1.091 1.263 5.201  0.193
H 0.069 1.042 3.505  0.009
C -1.737 -1.033 -2.943  -0.569
C -1.516 -2.474 -2.485  -0.031
O -1.316 -2.382 -1.145  -0.075
O -0.596 -0.205 -2.783  -0.272
H -2.423 -0.602 -2.214  -0.067
H -1.981 -0.955 -4.002  0.509
H -0.637 -2.876 -2.989  -0.184
H -2.306 -3.208 -2.644  0.484
H -1.283 -3.228 -0.692  -0.037
H -0.630 0.469 -3.466  0.179
C 4.546 0.318 -2.578  -0.502
C 3.202 1.065 -2.789  -0.597
O 2.001 0.614 -2.175  0.115
O 4.379 -1.036 -2.880  -0.535
H 4.980 0.246 -1.580  0.218
H 5.234 0.688 -3.338  0.374
H 2.983 1.148 -3.853  0.568
H 3.468 2.088 -2.520  0.304
H 1.371 0.760 -2.885  -0.114
H 3.802 -1.392 -2.201  0.190
C 2.123 -2.168 -4.633  0.177
C 2.537 -3.555 -4.083  0.111
O 2.902 -4.473 -5.038  -0.616
O 3.169 -1.528 -5.369  -0.615
H 1.714 -1.475 -3.898  -0.235
H 1.319 -2.297 -5.356  0.438
H 1.708 -4.037 -3.565  -0.081
H 3.297 -3.393 -3.318  0.155
H 2.110 -4.977 -5.237  0.382
H 3.738 -1.463 -4.599  0.493

=====

[2]
Density functional theory data (the ωB97M-V functional and the def2-TZVPD basis) for 9 unconnected molecules or ions with the total composition C20H60N2O15 at a distorted geometry.

Its multiplicity is 1. Its SMILES is COCCNCCOC.COCCNCCOC.OCCO.OCCO.OCCO.OCCO.O.O.O. For the relative energy (zero: lowest compared OMol25 entry of this formula, charge and spin), the calculation gives 0.000 eV.

Each line ends with the Mulliken charge.
Element x y z (Å)
C -2.767 4.325 2.675  -0.682
O -3.361 3.131 2.558  -0.379
C -3.405 2.634 1.217  -0.001
C -3.738 1.149 1.309  -0.790
N -3.038 0.418 2.389  -0.387
C -1.628 0.201 2.063  0.788
C -0.859 0.002 3.333  -0.957
O -0.901 1.156 4.083  -0.212
C 0.040 1.123 5.138  -0.706
H -1.734 4.360 2.284  0.173
H -2.665 4.641 3.713  0.281
H -3.330 5.116 2.152  0.328
H -2.391 2.800 0.802  -0.034
H -4.110 3.203 0.593  0.464
H -3.580 0.643 0.352  0.154
H -4.822 1.077 1.478  0.393
H -3.065 1.063 3.179  0.427
H -1.156 0.951 1.413  -0.291
H -1.509 -0.707 1.460  -0.103
H 0.180 -0.248 3.065  0.379
H -1.294 -0.860 3.858  0.384
H 1.075 1.108 4.747  0.157
H -0.042 0.208 5.749  0.331
H -0.076 1.980 5.795  0.273
C 1.520 1.131 0.090  -0.731
O 2.358 1.403 1.202  -0.009
C 2.426 2.777 1.529  -0.440
C 3.529 3.010 2.519  -0.864
N 4.885 2.984 1.913  -0.378
C 5.268 1.769 1.209  -0.947
C 5.265 0.486 2.015  -0.159
O 6.229 0.577 3.047  -0.370
C 6.146 -0.529 3.877  -0.738
H 0.588 1.690 0.225  0.060
H 1.287 0.068 0.133  0.096
H 2.037 1.352 -0.851  0.399
H 1.481 3.193 1.910  0.222
H 2.691 3.345 0.617  0.417
H 3.433 2.395 3.426  0.325
H 3.431 4.070 2.800  0.435
H 5.577 3.145 2.635  0.325
H 6.316 1.865 0.897  0.502
H 4.691 1.678 0.293  0.231
H 5.658 -0.260 1.297  0.356
H 4.283 0.176 2.377  0.319
H 7.114 -0.656 4.357  0.271
H 5.972 -1.437 3.285  0.325
H 5.339 -0.422 4.604  0.254
C -0.550 -4.315 -3.551  0.777
C 0.205 -5.647 -3.657  -0.792
O -0.207 -6.620 -2.742  -0.539
O 0.078 -3.482 -4.489  -0.597
H -0.436 -3.980 -2.513  -0.170
H -1.598 -4.610 -3.708  0.034
H 1.277 -5.405 -3.586  0.323
H 0.056 -6.007 -4.677  0.361
H 0.000 -6.353 -1.840  0.315
H -0.179 -2.563 -4.376  0.228
C -1.029 -3.909 0.838  -0.206
C 0.300 -3.465 1.406  0.066
O 0.995 -4.559 2.005  -0.608
O -0.792 -5.068 -0.011  -0.458
H -1.445 -3.104 0.215  0.156
H -1.766 -4.127 1.614  0.412
H 0.128 -2.731 2.199  0.027
H 0.952 -2.939 0.695  -0.023
H 0.787 -5.327 1.452  0.372
H -1.657 -5.454 -0.187  0.261
C 1.593 -0.933 -3.355  -0.927
C 0.495 0.039 -3.748  0.993
O 0.801 0.816 -4.870  -0.621
O 1.168 -1.744 -2.270  -0.208
H 2.576 -0.470 -3.253  0.451
H 1.681 -1.543 -4.274  0.403
H 0.257 0.616 -2.841  -0.387
H -0.433 -0.539 -3.910  -0.145
H 0.274 1.615 -4.750  0.387
H 1.973 -2.052 -1.843  0.161
C -2.409 3.917 -2.657  -0.714
C -1.601 2.673 -2.887  -0.122
O -1.903 2.108 -4.153  -0.549
O -3.769 3.529 -2.383  -0.542
H -2.338 4.538 -3.558  0.358
H -2.020 4.469 -1.793  0.383
H -1.932 1.921 -2.165  0.119
H -0.537 2.867 -2.838  0.444
H -2.863 2.011 -4.138  0.356
H -4.234 4.282 -2.010  0.284
O -5.183 -0.313 -2.688  -0.567
H -5.815 -0.165 -3.403  0.289
H -5.261 0.486 -2.136  0.295
O -1.373 -0.512 -1.233  0.152
H -2.190 -0.742 -1.716  0.095
H -0.778 -1.270 -1.383  -0.229
O -3.342 -2.794 -3.037  -0.536
H -4.018 -2.675 -3.715  0.256
H -3.289 -3.747 -2.891  0.290

=====

[3]
Density functional theory data (the ωB97M-V functional and the def2-TZVPD basis) for 7 unconnected molecules or ions with the total composition C20H60N7O11 at a distorted geometry.

Its multiplicity is 1. The net charge is +3. For the relative energy (zero: lowest compared OMol25 entry of this formula, charge and spin), the calculation gives 3.622 eV.

Each line ends with the Mulliken charge.
Element x y z (Å)
C 6.012 26.141 16.357  -1.133
C 6.516 27.195 17.442  0.277
C 7.849 27.894 17.130  -0.775
O 8.130 28.666 18.323  -0.316
C 9.249 29.535 18.061  -0.833
N 5.379 28.298 17.577  -0.098
H 5.573 29.037 18.238  0.440
H 5.048 28.742 16.732  0.311
H 4.578 27.834 17.981  -0.094
H 6.258 25.272 16.967  0.400
H 6.470 26.149 15.368  0.407
H 4.946 25.925 16.289  0.191
H 6.464 26.720 18.422  0.408
H 7.830 28.477 16.208  0.353
H 8.546 27.125 16.797  0.426
H 9.144 30.124 18.972  0.294
H 9.062 30.302 17.310  0.363
H 10.235 29.079 18.148  0.317
C 0.874 27.969 22.529  -1.481
C 0.585 28.149 20.938  1.137
C -0.472 29.138 20.633  -1.158
O -0.787 29.727 19.334  -0.229
C -1.667 28.913 18.538  -0.763
N 1.851 28.718 20.263  0.016
H 1.680 28.673 19.268  -0.045
H 1.940 29.682 20.552  0.432
H 2.648 28.133 20.471  0.322
H -0.022 27.800 23.126  0.426
H 1.191 28.909 22.981  0.432
H 1.515 27.094 22.636  0.379
H 0.512 27.133 20.550  -0.430
H -0.380 30.023 21.263  0.445
H -1.307 28.767 21.228  0.515
H -2.558 28.856 19.164  0.405
H -1.242 27.981 18.168  0.153
H -1.856 29.481 17.627  0.273
C -0.930 24.299 19.811  -1.220
C -0.970 23.533 18.536  0.396
C -1.746 24.027 17.348  -0.835
O -1.607 23.385 16.082  -0.388
C -2.647 23.604 15.081  -0.790
N 0.499 23.291 18.011  -0.011
H 0.890 22.481 18.470  0.409
H 0.547 23.013 17.041  0.367
H 1.039 24.137 18.128  -0.220
H -1.876 24.274 20.353  0.517
H -0.751 25.358 19.624  0.054
H -0.210 23.930 20.540  0.393
H -1.433 22.578 18.784  0.410
H -1.879 25.106 17.262  0.430
H -2.743 23.726 17.670  0.464
H -2.784 24.615 14.697  0.302
H -3.612 23.225 15.419  0.333
H -2.310 22.961 14.268  0.278
C 4.410 24.845 12.779  -1.243
C 3.095 25.617 12.424  0.270
C 2.738 25.353 10.928  -0.836
O 2.006 24.071 10.650  -0.323
C 1.612 23.944 9.298  -0.737
N 1.877 25.287 13.337  -0.012
H 1.186 26.013 13.208  0.364
H 1.453 24.414 13.057  0.449
H 2.064 25.262 14.329  0.148
H 4.646 24.657 13.826  0.265
H 5.236 25.419 12.358  0.435
H 4.401 23.811 12.435  0.359
H 3.206 26.693 12.553  0.211
H 3.603 25.502 10.280  0.479
H 2.017 26.128 10.670  0.421
H 0.972 24.742 8.920  0.317
H 1.122 22.978 9.181  0.261
H 2.498 23.983 8.664  0.326
C 0.518 31.491 16.757  -1.246
C 0.818 31.206 15.237  0.430
C 1.865 32.253 14.690  -0.968
O 2.476 31.817 13.404  -0.344
C 3.231 32.816 12.736  -0.818
N 1.492 29.901 15.128  0.023
H 2.487 29.924 14.955  0.342
H 1.172 29.298 15.872  -0.088
H 1.157 29.449 14.289  0.405
H -0.173 30.820 17.267  0.041
H -0.026 32.416 16.951  0.505
H 1.346 31.555 17.463  0.361
H -0.103 31.043 14.676  0.353
H 2.679 32.400 15.399  0.471
H 1.330 33.202 14.642  0.553
H 4.108 32.981 13.362  0.325
H 2.676 33.736 12.553  0.329
H 3.827 32.685 11.834  0.310
N 1.701 26.765 17.152  1.017
O 2.282 27.820 17.056  -0.840
O 1.811 25.924 16.343  -0.609
O 0.943 26.600 18.114  -0.503
N 3.047 25.462 19.958  1.292
O 2.487 25.142 20.982  -0.657
O 3.068 24.715 18.984  -0.732
O 3.848 26.349 19.914  -0.760

=====

[4]
Density functional theory data (the ωB97M-V functional and the def2-TZVPD basis) for a molecular structure, C20H60N8O10 at a distorted geometry.

Its multiplicity is 1. For the relative energy (zero: lowest compared OMol25 entry of this formula, charge and spin), the calculation gives 18.458 eV.

Each line ends with the Mulliken charge.
Element x y z (Å)
C -2.058 1.019 1.820  -0.192
O -0.721 1.235 2.198  -0.641
H -2.497 0.205 2.472  0.328
H -2.160 0.584 0.845  -0.575
H -2.625 1.954 1.902  0.320
H -0.580 0.877 3.056  0.159
C -3.294 -1.286 -0.759  0.468
O -2.312 -1.513 0.291  -0.445
N -3.674 -2.284 -1.538  -0.529
N -3.768 -0.140 -1.152  -0.080
H -3.346 -3.203 -1.294  0.283
H -4.378 -2.156 -2.224  0.142
H -3.544 0.758 -0.802  0.014
H -4.257 -0.050 -2.008  0.272
C 2.115 -3.395 -1.179  -0.427
O 3.198 -2.748 -1.430  -0.722
N 2.185 -4.353 -0.402  -0.002
N 1.196 -2.863 -0.423  1.093
H 3.223 -4.777 -0.432  0.426
H 1.631 -5.182 -0.774  0.302
H 1.247 -1.780 -0.446  -0.650
H 0.398 -2.869 -1.087  0.173
C -0.678 -2.885 2.839  0.272
O -0.477 -1.572 3.124  -0.635
N 0.364 -3.703 3.014  -0.492
N -0.501 -3.151 1.500  0.129
H -0.220 -4.603 3.304  0.353
H 0.572 -3.519 4.028  0.270
H -1.328 -3.600 0.967  0.401
H -0.882 -2.244 1.059  -0.464
C 3.539 -2.941 1.945  -0.001
O 4.588 -2.728 1.141  -0.624
N 2.897 -4.061 2.084  -0.394
N 2.375 -2.394 1.953  0.531
H 3.489 -4.818 1.591  0.311
H 2.908 -4.427 3.093  0.328
H 2.564 -1.336 1.713  -0.363
H 2.150 -2.079 2.957  0.582
C 3.687 1.897 3.124  -1.600
C 3.708 1.128 1.864  0.990
C 4.929 0.238 1.830  -1.840
O 2.703 0.351 1.828  -0.280
H 4.544 2.599 3.113  0.465
H 3.692 1.275 4.026  0.336
H 2.835 2.618 3.171  0.297
H 3.744 1.744 1.045  0.142
H 5.001 -0.583 2.524  0.263
H 5.727 0.911 2.150  0.474
H 5.232 -0.155 0.905  0.429
H 2.017 0.676 2.361  -0.129
C 1.890 0.163 -1.566  -1.843
C 0.803 0.519 -0.632  2.035
C -0.366 1.022 -1.450  -0.632
O 0.468 -0.322 0.140  2.628
H 2.141 0.998 -2.167  0.548
H 1.474 -0.624 -2.221  0.190
H 2.838 -0.130 -1.065  0.448
H 1.126 1.388 -0.026  -0.766
H -0.832 0.229 -2.014  -0.326
H 0.157 1.733 -2.208  0.580
H -1.009 1.639 -0.882  -0.219
H -0.109 0.136 0.748  -1.639
C -1.224 5.815 1.108  -1.831
C -0.913 4.375 1.429  2.348
C 0.617 4.039 1.234  -0.962
O -1.145 4.029 2.624  -0.720
H -0.550 6.344 1.680  0.569
H -2.251 6.048 1.504  0.333
H -1.087 6.210 0.069  0.283
H -1.489 3.738 0.786  -1.102
H 0.894 3.896 0.221  0.382
H 0.851 3.055 1.710  -0.194
H 1.205 4.832 1.683  0.508
H -1.177 3.088 2.697  0.444
C 0.045 -2.119 -4.202  -1.340
C -0.822 -2.968 -3.356  0.782
C -0.297 -4.353 -3.297  -1.550
O -0.953 -2.543 -2.181  -0.459
H 1.098 -2.212 -3.786  0.147
H -0.222 -1.036 -4.112  0.240
H 0.014 -2.381 -5.266  0.469
H -1.795 -2.939 -3.845  0.482
H -0.905 -4.991 -2.824  0.509
H 0.777 -4.468 -3.033  0.147
H -0.189 -4.786 -4.296  0.441
H -1.864 -2.363 -2.132  -0.144
C -3.495 4.784 -1.303  -1.916
C -3.847 3.383 -1.652  0.542
C -3.150 3.004 -2.988  -1.016
O -3.600 2.582 -0.728  -0.512
H -3.988 5.341 -2.043  0.581
H -2.481 5.020 -1.283  0.355
H -3.891 5.172 -0.349  0.423
H -4.936 3.432 -1.696  0.234
H -3.029 3.869 -3.572  0.453
H -3.658 2.282 -3.629  0.308
H -2.184 2.513 -2.721  0.030
H -4.099 2.886 0.006  0.261

=====

Result set for frontier orbital gap: 2.75, 8.80, 7.11, 6.39 eV, one per record in the order listed.
Result set for E_HOMO: -8.63, -8.69, -15.01, -6.60 eV, one per record in the order listed.